{"formula": "C6H10N2O", "method": "ωB97M-V with the def2-TZVPD basis set", "species": ["C", "C", "C", "C", "C", "C", "N", "N", "O", "H", "H", "H", "H", "H", "H", "H", "H", "H", "H"], "coordinates": [[2.445, -1.041, -0.279], [-2.092, 1.255, 0.198], [3.602, -0.039, -0.227], [-0.410, 0.004, 1.271], [-1.055, -0.695, -1.051], [-1.170, 0.079, 0.019], [2.285, 0.121, -0.808], [-3.379, 0.829, 0.312], [-1.653, 2.424, 0.319], [3.708, 0.323, 0.738], [4.349, -0.313, -0.917], [0.475, -0.540, 1.214], [-0.070, 1.051, 1.569], [-1.189, -0.364, 1.927], [1.833, 0.746, -1.514], [-0.182, -1.325, -1.017], [-1.244, -0.380, -2.034], [-3.573, -0.091, 0.268], [-4.047, 1.557, 0.490]], "forces_ev_per_a": [[-1.150, -0.259, -0.667], [0.761, 1.224, -0.554], [-1.706, -0.766, -0.996], [-0.368, 1.805, 0.689], [2.092, 0.472, 0.683], [-0.055, 1.425, -0.504], [0.399, 0.874, -0.700], [1.355, 4.904, 0.149], [-1.625, -2.546, -0.315], [0.960, 1.151, 1.326], [1.360, 0.161, -0.217], [1.092, -1.599, 0.070], [-0.835, -1.247, -0.259], [0.531, -0.201, 1.200], [0.220, -1.127, 1.209], [-0.054, -0.791, 0.106], [-1.503, 0.169, -1.075], [-0.986, -3.373, -0.229], [-0.489, -0.276, 0.084]], "homo_energy_ev": -9.18, "charge": 0, "spin_multiplicity": 1, "max_force_ev_per_a": 5.09, "total_energy_ha": -419.2000, "gap_ev": 10.0432}